(1)
A 14-piece molecular cluster, C8H38O13 overall at a distorted geometry. Source: the Open Molecules 2025 dataset; level of theory: ωB97M-V/def2-TZVPD.

Energy above the lowest of the compared OMol25 structures with the same formula, charge and spin in kcal per mole: 78.5

CARTESIAN COORDINATES (ANGSTROEM)
1 C 2.52 -1.50 -3.19
2 C 2.26 -1.30 -1.70
3 C 2.57 -2.24 -0.84
4 C 1.58 0.02 -1.26
5 C 0.44 -0.13 -0.29
6 C -0.30 0.85 0.21
7 C -1.42 0.63 1.17
8 C -2.17 1.67 1.54
9 H 1.63 -1.83 -3.80
10 H 2.97 -0.59 -3.59
11 H 3.22 -2.33 -3.30
12 H 2.47 -2.26 0.26
13 H 2.82 -3.27 -1.09
14 H 2.36 0.59 -0.75
15 H 1.32 0.62 -2.14
16 H 0.48 -1.15 0.06
17 H -0.06 1.90 0.04
18 H -1.35 -0.25 1.88
19 H -2.05 2.67 1.14
20 H -3.00 1.67 2.25
21 H -0.65 0.40 4.40
22 H 0.03 0.57 2.98
23 O 0.15 0.66 3.93
24 H 1.04 2.77 -2.17
25 H 1.36 4.30 -2.17
26 O 1.68 3.44 -1.89
27 H -1.23 2.53 -3.36
28 H -0.65 1.26 -2.58
29 O -0.44 2.05 -3.09
30 H -2.25 -1.76 3.65
31 H -0.82 -1.56 4.01
32 O -1.71 -1.31 4.33
33 H -1.66 -3.72 -1.48
34 H -0.75 -4.51 -2.36
35 O -0.93 -4.35 -1.42
36 H 4.14 1.45 1.17
37 H 2.91 2.21 1.93
38 O 3.45 1.42 1.84
39 H -3.37 2.08 -2.02
40 H -2.95 3.35 -1.30
41 O -2.78 2.86 -2.11
42 H 0.59 -1.27 1.98
43 H 0.18 -2.74 1.60
44 O -0.21 -1.89 1.83
45 H -2.02 -2.05 1.47
46 H -2.74 -3.36 1.32
47 O -2.94 -2.41 1.36
48 H 3.38 1.99 -1.16
49 H 3.89 3.40 -0.97
50 O 4.11 2.48 -0.77
51 H 2.65 -1.54 3.15
52 H 2.74 -0.26 2.27
53 O 2.25 -1.11 2.38
54 H -4.49 0.72 -0.76
55 H -3.81 0.03 -1.83
56 O -4.41 0.80 -1.73
57 H -2.61 -1.47 -1.66
58 H -2.02 -1.16 -0.24
59 O -2.46 -0.77 -1.00

---

(2)
C24H27ClF9IrN7OS2Se as an isolated structure. Source: the Open Molecules 2025 dataset; level of theory: ωB97M-V/def2-TZVPD.

Energy above the lowest of the compared OMol25 structures with the same formula, charge and spin in kcal per mole: 0.0
Total charge: -1

CARTESIAN COORDINATES (ANGSTROEM)
1 Ir 0.93 0.00 0.53
2 C -0.79 -3.24 3.33
3 N 0.12 -2.42 2.57
4 C 1.33 -2.09 2.95
5 N 1.84 -2.64 4.08
6 S 2.34 -1.06 2.02
7 H -1.76 -3.19 2.83
8 H -0.93 -2.85 4.34
9 H -0.46 -4.28 3.37
10 H -0.24 -1.93 1.76
11 H 1.18 -2.95 4.77
12 H 2.65 -2.16 4.44
13 F -3.50 1.33 5.01
14 C -2.65 0.61 4.23
15 F -2.78 -0.67 4.62
16 F -3.13 0.69 2.99
17 C -1.14 1.07 4.28
18 O -0.46 0.59 3.28
19 C -1.14 2.64 4.32
20 F -1.86 3.14 3.29
21 F -1.63 3.20 5.44
22 F 0.10 3.12 4.18
23 C -0.57 0.59 5.67
24 F -1.40 0.77 6.72
25 F 0.57 1.23 5.98
26 F -0.27 -0.72 5.64
27 N 0.45 3.49 1.36
28 C 1.59 3.38 0.64
29 N 1.95 4.50 -0.07
30 S 2.44 1.95 0.56
31 H -0.26 4.13 1.06
32 H 0.14 2.64 1.82
33 H 1.67 5.39 0.30
34 H 2.87 4.46 -0.47
35 Cl -4.17 2.28 0.25
36 C -2.60 2.16 -0.49
37 C -2.28 2.96 -1.56
38 C -1.01 2.82 -2.12
39 C -0.14 1.90 -1.57
40 N -0.46 1.16 -0.50
41 C -1.68 1.26 0.02
42 H -3.00 3.67 -1.96
43 H -0.71 3.40 -2.98
44 H 0.85 1.73 -1.97
45 H -1.90 0.62 0.87
46 C 2.13 -0.60 -4.66
47 N 0.71 -0.35 -4.87
48 C 0.13 -0.06 -6.09
49 C -1.19 0.08 -5.84
50 N -1.35 -0.13 -4.48
51 C -2.62 -0.05 -3.78
52 C -0.18 -0.39 -3.85
53 Se -1.47 -1.99 -0.55
54 H 2.61 -0.78 -5.62
55 H 2.25 -1.47 -4.02
56 H 2.61 0.25 -4.18
57 H 0.68 -0.01 -7.01
58 H -2.01 0.29 -6.51
59 H -3.38 -0.64 -4.30
60 H -2.96 0.98 -3.69
61 H -2.47 -0.47 -2.78
62 C 0.33 -1.52 -0.45
63 C 1.30 -2.37 -1.22
64 C 0.91 -3.53 -1.91
65 C 1.81 -4.27 -2.65
66 C 3.14 -3.89 -2.73
67 C 3.56 -2.75 -2.06
68 C 2.65 -2.00 -1.32
69 H -0.13 -3.82 -1.84
70 H 1.46 -5.16 -3.17
71 H 3.85 -4.48 -3.31
72 H 4.59 -2.44 -2.11
73 H 2.96 -1.10 -0.82

---

no.,HOMO (eV)
1,-8.891
2,-3.196